Formula: C51H41Br4ILaN9O8
Source: OMol25
Level of theory: the ωB97M-V functional and the def2-TZVPD basis

```
115
Properties=species:S:1:pos:R:3:forces:R:3
La 0.0359 1.6416 0.3713 2.4 -2.5 -1.3
O -0.8224 4.7838 0.0151 0.0 0.3 0.0
C -1.9568 5.2613 0.6058 -0.2 0.1 0.1
C -2.3871 6.5679 0.4365 0.1 0.0 0.0
C -3.5629 6.9905 1.0394 0.0 -0.1 0.0
C -4.3151 6.1074 1.7938 -0.1 0.1 0.1
C -3.8879 4.7952 1.9580 0.1 0.0 -0.1
C -2.7088 4.3628 1.3785 0.2 -0.2 -0.3
C -2.1909 2.9447 1.3554 -0.6 -0.1 -0.2
O -0.9014 2.8149 1.7456 -2.0 3.0 3.4
N -2.9958 1.9641 2.1148 -0.1 0.4 0.4
N -2.3572 0.8139 2.2242 0.0 -0.3 0.0
C -2.8886 -0.2617 2.6577 -0.3 0.5 -0.1
C -2.0466 -1.4017 2.9632 0.3 -0.1 0.1
Br -0.2152 -1.0935 2.5306 -0.2 -0.4 0.3
C -2.5044 -2.4896 3.5931 0.0 0.2 -0.2
C -1.8559 -3.6870 4.1191 0.1 -0.2 0.1
C -2.5537 -4.3994 5.1035 0.1 0.1 0.0
C -2.0270 -5.5419 5.6779 0.0 0.0 0.0
C -0.7805 -6.0024 5.2781 0.0 -0.1 0.1
C -0.0824 -5.3163 4.2960 0.0 0.0 0.0
C -0.6105 -4.1752 3.7130 -0.1 0.0 0.0
H -0.5083 5.3986 -0.6554 -0.1 0.1 -0.1
H -1.8085 7.2489 -0.1780 0.0 0.0 0.0
H -3.8977 8.0099 0.8996 0.0 0.0 0.0
H -5.2415 6.4337 2.2481 0.0 0.0 0.0
H -4.4891 4.1038 2.5354 0.0 0.0 0.0
H -2.3139 2.6428 0.2891 0.1 0.1 0.2
H -4.0079 1.9767 2.0743 0.0 -0.1 -0.2
H -3.9531 -0.3386 2.8902 0.0 0.0 0.1
H -3.5685 -2.4441 3.8123 0.0 0.0 -0.1
H -3.5214 -4.0356 5.4281 0.0 0.0 0.0
H -2.5964 -6.0726 6.4298 0.0 0.0 0.0
H -0.3655 -6.8980 5.7220 0.0 0.0 0.0
H 0.8854 -5.6791 3.9724 0.0 0.0 0.0
H -0.0654 -3.6785 2.9243 0.0 0.0 0.0
Br 5.7083 -4.3174 -3.1904 -0.1 0.0 -0.1
C 3.9068 -4.5912 -3.7438 0.2 0.0 0.0
C 3.1759 -3.5072 -4.2038 0.0 0.0 0.0
C 1.8381 -3.6749 -4.5062 -0.2 -0.1 0.0
C 1.2287 -4.9247 -4.3563 0.6 0.3 0.5
C 2.0131 -6.0203 -3.9995 -0.3 0.1 0.0
C 3.3470 -5.8537 -3.6693 0.1 0.0 0.0
N -0.1243 -5.1123 -4.6990 -0.8 0.1 -0.3
N -1.0572 -4.3885 -4.2869 0.0 -0.9 -0.3
C -0.9443 -3.4600 -3.2411 0.2 0.9 0.3
C -1.5364 -2.2283 -3.4797 0.3 -0.6 -0.2
C -1.3906 -1.1554 -2.6144 0.1 0.3 0.4
C -0.6719 -1.2582 -1.4172 -0.2 -0.4 -0.2
O -0.5956 -0.3124 -0.5433 -0.4 -1.2 -0.8
C -0.0128 -2.5279 -1.1599 -0.2 0.0 -0.2
N 0.8044 -2.6102 -0.0845 0.2 0.0 0.1
C 1.2985 -3.7772 0.2467 -0.1 0.2 0.1
C 0.9359 -4.9736 -0.3899 -0.1 -0.1 -0.1
C 0.1562 -4.8983 -1.5105 0.2 0.0 0.0
C -0.2446 -3.6397 -2.0088 -0.1 -0.1 -0.1
H 3.6493 -2.5405 -4.3137 0.0 0.0 0.0
H 1.2462 -2.8379 -4.8551 0.0 0.0 0.0
H 1.5527 -6.9985 -3.9421 0.0 0.0 0.0
H 3.9437 -6.6959 -3.3473 0.0 0.0 0.0
H -2.0627 -2.1022 -4.4181 -0.1 0.0 0.0
H -1.8232 -0.2030 -2.8835 0.0 0.0 0.0
H 1.9830 -3.7856 1.0928 0.0 -0.1 0.0
H 1.2700 -5.9250 0.0019 0.0 0.0 0.0
H -0.1849 -5.7967 -2.0034 0.1 -0.1 -0.2
O 4.4489 3.2736 5.6803 0.2 0.2 0.0
C 3.4710 2.8430 4.8658 -0.3 -0.2 -0.3
C 2.5689 1.8362 5.2026 0.1 0.0 0.1
C 1.6169 1.4618 4.2718 0.0 0.0 0.2
N 1.5247 1.9959 3.0568 0.0 0.2 -0.1
C 2.3728 2.9624 2.7738 -0.1 -0.2 0.0
Br 2.1923 3.7077 1.0273 0.8 0.7 0.4
C 3.3587 3.4366 3.6122 0.2 0.2 0.0
H 4.4431 2.7965 6.5155 -0.1 -0.1 0.0
H 2.6076 1.3512 6.1703 0.0 0.0 0.0
H 0.8940 0.6896 4.5106 0.0 0.0 0.0
H 4.0316 4.2297 3.3209 0.0 0.0 0.0
N 3.0949 -0.9586 2.3447 -0.2 0.0 0.0
C 2.9445 -0.4898 1.0940 0.3 0.1 -0.2
O 2.1795 0.4255 0.8151 0.5 -0.7 0.1
C 3.8583 -1.0926 0.0555 0.0 0.2 -0.1
I 5.1433 0.4582 -0.6720 0.0 -0.1 0.0
H 2.4564 -0.6306 3.0521 0.0 0.0 0.0
H 3.6162 -1.7955 2.5342 0.1 0.0 -0.1
H 3.2721 -1.4439 -0.7886 0.0 0.0 0.0
H 4.4941 -1.8824 0.4415 0.0 0.0 0.0
Br -3.7917 4.6868 -2.7446 0.0 0.0 -0.1
C -4.2504 3.0142 -1.9737 0.1 0.1 0.1
C -5.5671 2.8060 -1.5959 0.0 0.0 0.0
C -5.9139 1.6249 -0.9587 0.0 0.0 0.1
C -4.9318 0.6913 -0.6605 -0.1 -0.1 0.0
C -3.6214 0.9073 -1.0572 0.0 0.0 0.0
C -3.2618 2.0643 -1.7464 0.0 0.0 -0.2
C -1.8556 2.2391 -2.3364 -0.3 0.1 -0.3
O -1.7688 2.1595 -3.5523 0.1 0.0 0.1
O -0.9013 2.4474 -1.5096 -0.9 0.4 -1.2
H -6.3129 3.5583 -1.8126 0.0 0.0 0.0
H -6.9466 1.4475 -0.6873 0.0 0.0 0.0
H -5.1939 -0.2208 -0.1377 0.0 0.0 0.0
H -2.8594 0.1757 -0.8222 0.0 0.0 0.0
N 4.3610 4.2357 -4.9738 0.0 0.1 0.0
C 3.4444 4.2693 -3.9720 0.0 0.0 0.0
O 3.1025 5.3102 -3.4449 0.0 0.0 0.0
C 2.8901 2.9454 -3.5341 0.0 0.0 0.0
C 3.0164 1.7521 -4.2341 0.0 0.0 0.1
C 2.4881 0.6000 -3.6780 0.0 0.0 0.0
C 1.8750 0.6756 -2.4400 0.0 -0.1 0.0
N 1.7384 1.8128 -1.7596 0.4 0.1 -0.4
C 2.2209 2.9156 -2.3171 0.0 0.1 0.0
H 4.7720 5.1084 -5.2557 0.0 0.0 0.0
H 4.7207 3.3864 -5.3632 0.0 0.0 0.0
H 3.5011 1.6969 -5.2006 0.0 0.1 0.0
H 2.5510 -0.3490 -4.1923 0.0 0.0 0.0
H 1.4729 -0.2166 -1.9754 0.0 0.0 0.0
H 2.0900 3.8502 -1.7851 0.0 0.0 0.0
```
Forces are in eV/Å.

## Properties
Energy relative to the best compared isomer or geometry (same formula, charge and spin): 2.5302 eV
DFT total energy: -372476.3012 eV
Gap between HOMO and LUMO: 6.8 eV

Atom charges from the Löwdin analysis, given in e for atoms 1 to 99: number 1, La, carries 1.8865; number 2, O, carries -0.0053; number 3, C, carries -0.2606; number 4, C, carries -0.0275; number 5, C, carries -0.0888; number 6, C, carries -0.0938; number 7, C, carries -0.0271; number 8, C, carries -0.0725; number 9, C, carries -0.4625; number 10, O, carries -0.4682; number 11, N, carries 0.0397; number 12, N, carries -0.0369; number 13, C, carries -0.2001; number 14, C, carries -0.5439; number 15, Br, carries 0.9633; number 16, C, carries -0.0936; number 17, C, carries -0.2211; number 18, C, carries -0.0445; number 19, C, carries -0.0853; number 20, C, carries -0.0926; number 21, C, carries -0.0848; number 22, C, carries -0.0592; number 23, H, carries 0.1199; number 24, H, carries 0.1176; number 25, H, carries 0.1030; number 26, H, carries 0.0982; number 27, H, carries 0.1045; number 28, H, carries 0.0961; number 29, H, carries 0.1349; number 30, H, carries 0.1282; number 31, H, carries 0.1134; number 32, H, carries 0.1100; number 33, H, carries 0.1026; number 34, H, carries 0.1005; number 35, H, carries 0.1002; number 36, H, carries 0.0377; number 37, Br, carries 0.7078; number 38, C, carries -0.6895; number 39, C, carries -0.1277; number 40, C, carries -0.0190; number 41, C, carries -0.2902; number 42, C, carries -0.0334; number 43, C, carries -0.1259; number 44, N, carries 0.0671; number 45, N, carries 0.0740; number 46, C, carries -0.2508; number 47, C, carries -0.0063; number 48, C, carries 0.0072; number 49, C, carries -0.3562; number 50, O, carries -0.3484; number 51, C, carries -0.1407; number 52, N, carries 0.1000; number 53, C, carries -0.1666; number 54, C, carries -0.0467; number 55, C, carries -0.0130; number 56, C, carries -0.1003; number 57, H, carries 0.0891; number 58, H, carries 0.1195; number 59, H, carries 0.1167; number 60, H, carries 0.1019; number 61, H, carries 0.1199; number 62, H, carries 0.0951; number 63, H, carries 0.0977; number 64, H, carries 0.1041; number 65, H, carries 0.1176; number 66, O, carries 0.0913; number 67, C, carries -0.3079; number 68, C, carries 0.0104; number 69, C, carries -0.1501; number 70, N, carries 0.0031; number 71, C, carries -0.6590; number 72, Br, carries 0.8976; number 73, C, carries -0.0176; number 74, H, carries 0.1168; number 75, H, carries 0.1181; number 76, H, carries 0.0829; number 77, H, carries 0.1214; number 78, N, carries 0.2033; number 79, C, carries -0.6669; number 80, O, carries -0.2149; number 81, C, carries -0.5323; number 82, I, carries 0.8761; number 83, H, carries 0.0506; number 84, H, carries 0.1138; number 85, H, carries 0.0415; number 86, H, carries 0.0463; number 87, Br, carries 0.8142; number 88, C, carries -0.5937; number 89, C, carries -0.1260; number 90, C, carries -0.0884; number 91, C, carries -0.0820; number 92, C, carries -0.0409; number 93, C, carries -0.1802; number 94, C, carries -0.6594; number 95, O, carries 0.0478; number 96, O, carries -0.2504; number 97, H, carries 0.0973; number 98, H, carries 0.1013; number 99, H, carries 0.1034